DFT (ωB97M-V with the def2-TZVPD basis set) results for a molecular structure, C23H34BrN6O2PSiTi in a non-equilibrium geometry.

Cartesian coordinates (Å):
Ti -0.2117 -0.0577 0.4237
Br 5.8878 -0.3138 -4.0672
C 4.6922 -0.3211 -2.6237
C 3.3162 -0.3487 -2.8507
C 2.4368 -0.3206 -1.7806
C 2.9017 -0.2610 -0.4537
C 4.2865 -0.2406 -0.2439
C 5.1637 -0.2729 -1.3105
N 1.9234 -0.1764 0.5748
C 2.2694 -0.0450 1.8166
C 1.2838 0.0269 2.8691
C 1.6684 0.0384 4.2009
C 0.6918 0.0367 5.1903
C -0.6378 0.0323 4.8001
C -0.9508 0.0392 3.4483
N -0.0208 0.0357 2.4877
H 2.9499 -0.3551 -3.8698
H 1.3720 -0.2309 -1.9756
H 4.7182 -0.1936 0.7465
H 6.2300 -0.2447 -1.1263
H 3.3081 -0.0111 2.1263
H 2.7203 0.0428 4.4578
H 0.9636 0.0397 6.2382
H -1.4312 0.0276 5.5352
H -1.9842 0.0655 3.1386
C -3.7340 -1.3710 1.4595
C -3.4341 0.0549 1.0834
C -4.3841 1.0473 1.2073
C -4.0266 2.3768 0.9742
C -2.7312 2.6988 0.6122
C -1.8202 1.6630 0.4520
N -2.1811 0.3603 0.6728
N -0.4758 1.7393 0.1171
Si 0.1155 3.0783 -1.0478
C -0.5913 2.3558 -2.6499
C -0.5141 4.7996 -0.6902
C 1.9820 3.0328 -0.8963
H -3.9895 -1.4280 2.5199
H -2.8679 -2.0176 1.3045
H -4.6266 -1.7470 0.9495
H -5.3904 0.7921 1.5129
H -4.7646 3.1600 1.0975
H -2.4229 3.7247 0.4752
H -1.6380 2.6477 -2.7674
H -0.5375 1.2669 -2.6714
H -0.0604 2.7440 -3.5215
H -1.5293 4.9859 -1.0423
H 0.1367 5.4831 -1.2435
H -0.4426 5.0889 0.3605
H 2.4524 2.1786 -1.3769
H 2.3071 3.0854 0.1458
H 2.3734 3.9260 -1.3897
N -3.2155 -2.5439 -1.7353
C -2.1387 -3.4525 -1.2302
P -0.5645 -2.5179 -0.8494
O -0.7405 -1.1121 -1.4190
O -0.1477 -2.3578 0.5879
C 0.6609 -3.5950 -1.7589
N 2.0542 -3.5207 -1.2308
H -2.8171 -1.8131 -2.3362
H -3.7100 -2.0769 -0.9728
H -3.9139 -3.0632 -2.2795
H -1.9198 -4.1732 -2.0191
H -2.4789 -4.0078 -0.3562
H 0.6544 -3.3312 -2.8178
H 0.3253 -4.6295 -1.6656
H 2.0881 -3.7920 -0.2446
H 2.4488 -2.5637 -1.3284
H 2.6628 -4.1678 -1.7434

The value obtained for the gap between HOMO and LUMO is 0.214 Eh. As for the molar mass: 613.4 g/mol. Its multiplicity is 1. The strongest force on any atom comes out at 1.068 eV/Å. The charge is +4. The total energy is -5428.98511 hartree. For the energy relative to the best compared isomer or geometry (same formula, charge and spin), the calculation gives 0.488 eV.

---

DFT (ωB97M-V with the def2-TZVPD basis set) results for a molecular structure, C23H34CaN4OSbSe4.

Cartesian coordinates (Å):
Ca -1.8947 -1.3860 0.4206
C 4.8175 0.7328 -1.7678
C 4.6165 -0.0278 -0.4510
C 5.5190 -1.2595 -0.4457
C 4.9994 0.8742 0.7309
C 3.1424 -0.4069 -0.3112
C 2.7079 -1.7116 -0.1361
C 1.3580 -1.9657 0.0015
N 0.4232 -1.0149 -0.0241
C 0.8268 0.2571 -0.1896
C 2.1593 0.5816 -0.3425
C -0.2548 1.3101 -0.2069
C 0.0497 2.6531 -0.2712
C -0.9508 3.6233 -0.2936
C -2.2574 3.1619 -0.2624
C -2.4911 1.8028 -0.1996
N -1.5323 0.8734 -0.1703
C -0.5765 5.1031 -0.3433
C -1.8111 6.0014 -0.3325
C 0.2942 5.4400 0.8751
C 0.2190 5.3635 -1.6298
H 5.8682 1.0100 -1.8748
H 4.2316 1.6533 -1.8086
H 4.5436 0.1177 -2.6278
H 6.5577 -0.9474 -0.5638
H 5.2857 -1.9417 -1.2668
H 5.4494 -1.8116 0.4945
H 6.0551 1.1450 0.6642
H 4.8389 0.3664 1.6842
H 4.4206 1.8006 0.7399
H 3.3962 -2.5429 -0.1019
H 1.0000 -2.9781 0.1496
H 2.4545 1.6101 -0.4862
H 1.0824 2.9679 -0.2828
H -3.1007 3.8368 -0.2738
H -3.5120 1.4424 -0.1487
H -2.4114 5.8705 0.5711
H -2.4528 5.8289 -1.1999
H -1.4920 7.0444 -0.3648
H -0.2185 5.2083 1.8111
H 0.5263 6.5067 0.8745
H 1.2428 4.8988 0.8660
H -0.3717 5.1247 -2.5166
H 1.1404 4.7786 -1.6669
H 0.4968 6.4181 -1.6846
C -4.8235 -2.4928 -1.0903
O -4.0320 -1.3014 -0.8683
H -5.7418 -2.2366 -1.6144
H -5.0429 -2.9824 -0.1423
H -4.2306 -3.1566 -1.7114
H -4.5783 -0.6733 -0.3815
C -2.6149 -7.1053 0.8408
N -2.2344 -5.8483 0.1900
C -1.6992 -5.7038 -1.0736
C -1.5330 -4.3714 -1.2569
N -1.9315 -3.6859 -0.1148
C -2.3453 -4.6231 0.7195
H -1.8469 -7.8496 0.6507
H -3.5702 -7.4565 0.4594
H -2.6822 -6.9326 1.9109
H -1.4999 -6.5537 -1.7036
H -1.1371 -3.8722 -2.1262
H -2.7012 -4.4410 1.7228
Se -2.7284 -2.2526 6.1746
Sb -2.0298 -1.2562 4.0059
Se -0.2121 -2.4945 3.1448
Se -1.2936 1.1274 4.1569
Se -3.8862 -1.2505 2.4692

The value obtained for the gap between HOMO and LUMO (alpha / beta) is 0.218 / 0.217 Eh. As for the molar mass: 860.2 g/mol. Its multiplicity is 1. The strongest force on any atom comes out at 0.953 eV/Å. The charge is +1. The total energy is -11714.64747 hartree. For the energy relative to the best compared isomer or geometry (same formula, charge and spin), the calculation gives 0.000 eV.

---

DFT (ωB97M-V with the def2-TZVPD basis set) results for a molecular structure, C23H34CsN4OTa in a non-equilibrium geometry.

Cartesian coordinates (Å):
N 1.7418 -0.6335 -0.2566
C 2.7559 -1.1962 0.1593
O 3.9421 -1.4954 0.1160
Cs 3.9907 -0.5233 -2.3565
Ta -0.1255 -0.0628 -0.0479
N -0.8318 -1.6641 -0.8851
N -0.1900 1.7502 -0.7686
C -0.3562 -3.0565 -1.1393
C 0.4176 3.0723 -0.4909
C 0.8200 -2.9969 -2.0994
C -1.4667 -3.9056 -1.7530
C 0.0531 -3.6287 0.2120
C 0.3994 3.9673 -1.7353
C -0.4299 3.7509 0.5780
C 1.8354 2.8807 0.0127
H 0.5443 -2.4625 -3.0188
H 1.1247 -4.0195 -2.3686
H 1.6911 -2.5005 -1.6565
H -2.3044 -4.0413 -1.0590
H -1.0585 -4.9008 -1.9764
H -1.8248 -3.4703 -2.6932
H 0.8852 -3.0737 0.6628
H 0.3623 -4.6789 0.0905
H -0.7878 -3.5875 0.9202
H 0.8208 3.4669 -2.6117
H 1.0006 4.8657 -1.5421
H -0.6170 4.3117 -1.9611
H -1.4651 3.8612 0.2327
H -0.0127 4.7427 0.8068
H -0.4479 3.1545 1.4983
H 1.8893 2.3115 0.9500
H 2.2649 3.8751 0.2092
H 2.4661 2.3879 -0.7375
C -1.3619 1.7493 -1.7081
H -1.4759 0.7579 -2.1768
H -2.3030 2.0538 -1.2142
H -1.1752 2.4291 -2.5525
C -2.3073 -1.3985 -0.9835
H -2.8944 -2.1779 -0.4735
H -2.5800 -0.4458 -0.4901
H -2.6176 -1.3393 -2.0394
C -2.4387 2.8014 4.1174
C -2.9405 2.3753 2.8891
C -2.2479 1.4165 2.1386
C -1.0429 0.9125 2.6570
C -0.5272 1.3400 3.8949
C -1.2348 2.2865 4.6234
N -0.3240 -0.1266 1.9695
C 0.1615 -1.1896 2.8186
C 1.5095 -1.5461 2.8163
C 1.8807 -2.7426 3.4279
C 0.9480 -3.4361 4.2061
C -0.3736 -2.9796 4.3265
C -0.7810 -1.8558 3.6202
H -2.9926 3.5422 4.6997
H -3.8826 2.7633 2.4980
H -2.6559 1.0242 1.1966
H 0.4026 0.8947 4.2628
H -0.8558 2.6094 5.5930
H 2.2406 -0.8608 2.3763
H 2.9001 -3.1105 3.3118
H 1.2533 -4.3387 4.7429
H -1.0847 -3.4914 4.9778
H -1.7941 -1.4556 3.6813

The value obtained for the gap between HOMO and LUMO (alpha / beta) is 0.241 / 0.241 Eh. As for the molar mass: 696.4 g/mol. Its multiplicity is 1. The strongest force on any atom comes out at 4.780 eV/Å. The charge is +2. The total energy is -1267.76809 hartree.

---

DFT (ωB97M-V with the def2-TZVPD basis set) results for a molecular structure, C23H34F3N7O2Tc.

Cartesian coordinates (Å):
Tc 0.4989 -0.3394 -0.8075
C 0.8584 0.5975 2.1557
N 1.0872 -0.6568 1.3653
C 0.3577 -1.7553 2.0564
C 2.5479 -0.8655 1.3653
C 3.2264 -1.1677 2.5299
C 4.6129 -1.1478 2.5464
C 5.3084 -0.7710 1.4040
C 4.6303 -0.5049 0.2281
C 3.2392 -0.6143 0.1833
N 2.4589 -0.4915 -0.9724
C 2.9354 -0.7224 -2.2743
C 4.1141 -1.3918 -2.6055
C 4.4848 -1.5183 -3.9319
C 3.6897 -0.9896 -4.9417
C 2.4768 -0.3976 -4.6225
C 2.0933 -0.3057 -3.2997
N 0.7748 0.2258 -2.9090
C 0.7705 1.7158 -3.0406
C -0.2951 -0.3361 -3.7869
H 1.2379 0.4462 3.1663
H -0.2067 0.8150 2.2040
H 1.3698 1.4349 1.6956
H 0.5675 -1.7299 3.1258
H 0.6537 -2.7167 1.6568
H -0.7130 -1.6182 1.9086
H 2.6895 -1.3995 3.4414
H 5.1436 -1.3902 3.4578
H 6.3869 -0.6863 1.4287
H 5.1720 -0.1945 -0.6540
H 4.7168 -1.8398 -1.8301
H 5.3982 -2.0421 -4.1811
H 3.9967 -1.0623 -5.9764
H 1.8389 -0.0323 -5.4174
H 0.9848 1.9812 -4.0759
H 1.5267 2.1420 -2.3881
H -0.2019 2.1080 -2.7567
H -0.1856 0.0373 -4.8037
H -1.2663 -0.0036 -3.4239
H -0.2458 -1.4176 -3.7919
N -1.7443 -0.2572 -0.7352
C -2.2104 0.8498 0.1493
C -3.6014 1.3727 -0.2249
C -4.7798 0.8447 0.6020
C -5.1286 1.8096 1.7323
N -4.0903 1.9827 2.7601
C -3.9618 1.2444 3.8512
N -4.7315 0.1743 4.0443
N -3.0167 1.5453 4.7509
C -1.1573 1.9691 0.1566
O -1.4592 3.0480 0.6129
O 0.0228 1.6198 -0.2744
H -2.0599 -0.0355 -1.6764
H -2.1766 -1.1496 -0.5105
H -2.1991 0.4683 1.1744
H -3.7618 1.1592 -1.2861
H -3.5793 2.4599 -0.1402
H -4.5842 -0.1681 0.9727
H -5.6766 0.7801 -0.0166
H -6.0738 1.5500 2.2118
H -5.2711 2.8006 1.3069
H -3.4788 2.7804 2.6619
H -5.4861 -0.0417 3.4169
H -4.7064 -0.3262 4.9171
H -2.5518 2.4380 4.7139
H -2.9923 1.0704 5.6381
F 1.4645 -3.1265 -0.4162
C 0.4734 -2.4430 -1.0256
F 0.4755 -2.8655 -2.3092
F -0.6913 -2.9487 -0.4860

The value obtained for the gap between HOMO and LUMO (alpha / beta) is 0.287 / 0.238 Eh. As for the molar mass: 595.6 g/mol. Its multiplicity is 4. The strongest force on any atom comes out at 0.679 eV/Å. The charge is +2. The total energy is -1810.55971 hartree.

---

DFT (ωB97M-V with the def2-TZVPD basis set) results for 4 unconnected molecules or ions with the total composition C23H34FN4O4 in a non-equilibrium geometry.

Cartesian coordinates (Å):
O 0.3604 1.0335 -1.9180
C 0.3772 1.6891 -2.9215
O 1.3758 1.5578 -3.8526
C -0.7767 2.6719 -3.1579
N -0.3537 3.9082 -3.9224
C -0.5255 5.1057 -3.0030
C -2.0141 5.4985 -2.8956
F -2.2638 6.5083 -3.7859
O -1.1423 4.1749 -5.0331
C -0.6776 3.4506 -6.2101
O 0.0661 3.9757 -6.9772
C -1.2445 2.0680 -6.3560
C -2.6017 1.9357 -6.0918
C -3.1885 0.6864 -6.1700
C -2.3896 -0.3921 -6.5073
C -1.0505 -0.2510 -6.7983
C -0.4531 0.9976 -6.7261
H 1.2898 0.6699 -4.2339
H -1.1133 2.9633 -2.1596
H -1.6123 2.1384 -3.6235
H 0.6483 3.8003 -4.1381
H 0.0125 5.9315 -3.4850
H -0.0544 4.9394 -2.0303
H -2.6879 4.6505 -3.0722
H -2.2208 5.8536 -1.8781
H -3.1959 2.8096 -5.8271
H -4.2503 0.6023 -5.9545
H -2.8515 -1.3766 -6.5358
H -0.4185 -1.0952 -7.0599
H 0.6000 1.1523 -6.9499
C 2.6465 -0.9714 -0.1093
C 2.1751 -0.4892 1.2572
C 2.6918 -1.3510 2.4115
C 2.1717 -2.7159 2.3540
N 1.7658 -3.7881 2.3051
H 2.2731 -1.9731 -0.3313
H 2.2817 -0.3014 -0.8870
H 3.7370 -0.9920 -0.1640
H 1.0830 -0.4603 1.2728
H 2.5214 0.5355 1.4058
H 2.3908 -0.9002 3.3591
H 3.7833 -1.3721 2.4051
C 0.6200 0.2281 5.6716
C -0.3512 1.3976 5.7827
C -0.8362 1.9063 4.4216
C 0.2519 2.4636 3.6180
N 1.1108 2.8893 2.9862
H 1.5333 0.5182 5.1474
H 0.9057 -0.1218 6.6633
H 0.1661 -0.6093 5.1364
H 0.1226 2.2095 6.3377
H -1.2194 1.0805 6.3630
H -1.5908 2.6802 4.5749
H -1.3202 1.0968 3.8710
C 0.6866 -6.6730 3.9470
C 0.9685 -6.1365 5.3445
C 0.1394 -6.8252 6.4326
C -1.2932 -6.5773 6.2741
N -2.4173 -6.3868 6.1437
H -0.3493 -6.4953 3.6527
H 1.3261 -6.1773 3.2190
H 0.8799 -7.7470 3.8936
H 0.7858 -5.0597 5.3614
H 2.0271 -6.2825 5.5701
H 0.4522 -6.4572 7.4119
H 0.3291 -7.9002 6.4238

The value obtained for the gap between HOMO and LUMO is 0.321 Eh. As for the molar mass: 449.5 g/mol. Its multiplicity is 1. The strongest force on any atom comes out at 2.220 eV/Å. The charge is +1. The total energy is -1516.29756 hartree. For the energy relative to the best compared isomer or geometry (same formula, charge and spin), the calculation gives 0.000 eV.

---

DFT (ωB97M-V with the def2-TZVPD basis set) results for a molecular structure, C23H34HfN5OS2Si.

Cartesian coordinates (Å):
Hf 0.5814 0.0507 0.0634
N 1.9029 1.4917 1.3697
C 1.0609 2.1262 2.4196
C 0.3825 1.0237 3.1913
N -0.3719 0.1701 2.2469
H 2.6237 0.9081 1.8021
H 2.3777 2.2038 0.8214
H 0.3304 2.7568 1.9159
H 1.6683 2.7506 3.0773
H -0.2638 1.4294 3.9718
H 1.1290 0.4009 3.6790
H -1.2878 0.5794 2.0562
H -0.5551 -0.7503 2.6372
S 0.3640 -2.4331 0.3250
C -0.5356 -2.8661 -1.1413
C -1.3404 -3.9980 -1.1481
C -2.0012 -4.3841 -2.3030
C -2.8464 -5.5497 -2.2807
N -3.5134 -6.4827 -2.2508
C -1.8495 -3.6322 -3.4732
C -1.0624 -2.4914 -3.4656
C -0.4098 -2.0956 -2.3016
S 0.5313 -0.5944 -2.3566
C -2.4992 -4.0187 -4.6998
N -3.0018 -4.3355 -5.6811
H -1.4569 -4.5898 -0.2510
H -0.9650 -1.9061 -4.3686
C 3.8215 -0.4026 -0.3303
C 3.9146 -1.4537 0.7417
O 2.8978 -1.2354 1.7348
C 3.0586 -2.2172 2.7915
C 1.8732 -2.2765 3.7179
H 4.5543 -0.5724 -1.1205
H 3.9968 0.6064 0.0450
H 2.8713 -0.4778 -0.8844
H 4.8952 -1.4246 1.2281
H 3.7711 -2.4512 0.3164
H 3.9725 -1.9711 3.3418
H 3.2129 -3.1900 2.3167
H 1.8202 -1.4247 4.3934
H 1.9665 -3.1600 4.3513
H 0.9434 -2.3861 3.1636
C -1.0027 3.3032 -2.7358
Si -0.0255 3.0272 -1.1969
C 1.7334 2.4980 -1.6560
C 0.0728 4.5813 -0.1813
N -0.6567 1.6638 -0.2800
C -2.0412 1.4169 -0.1245
C -3.0214 2.4073 -0.1105
C -4.3555 2.0621 0.0600
C -4.7400 0.7394 0.2338
C -3.7741 -0.2566 0.2316
C -2.4448 0.0895 0.0370
H -0.4421 3.9926 -3.3723
H -1.9820 3.7412 -2.5534
H -1.1436 2.3715 -3.2851
H 2.4993 3.1604 -1.2466
H 1.8464 2.4725 -2.7406
H 2.0446 1.4783 -1.3728
H 0.3139 5.4238 -0.8327
H 0.8464 4.5434 0.5880
H -0.8712 4.8172 0.3103
H -2.7522 3.4479 -0.2243
H -5.1032 2.8435 0.0565
H -5.7826 0.4861 0.3612
H -4.0505 -1.2953 0.3520
H -1.7296 -0.7421 0.0201

The value obtained for the gap between HOMO and LUMO is 0.275 Eh. As for the molar mass: 667.3 g/mol. Its multiplicity is 1. The strongest force on any atom comes out at 0.573 eV/Å. The charge is +1. The total energy is -2379.67818 hartree.

---

DFT (ωB97M-V with the def2-TZVPD basis set) results for a molecular structure, C23H34N2O4 in a non-equilibrium geometry.

Cartesian coordinates (Å):
C -0.4073 0.1569 6.6317
C -1.7061 0.3783 5.7375
H -2.5877 -0.3577 6.0276
H -2.0296 1.4202 5.6359
O -1.3302 0.1799 4.2093
C -2.0543 0.1315 3.2919
O -3.0694 0.4925 3.5157
C -1.6774 -0.3795 1.9013
C -1.2712 -1.8930 1.9760
H -1.8015 -2.2952 2.8774
C -1.4891 -2.7856 0.7246
N -1.3166 -1.8228 -0.5201
C -0.2008 -1.7194 -1.1920
O 0.7002 -2.8495 -0.7821
N -0.1156 -1.0703 -2.3026
C 1.1935 -0.9847 -3.1434
C 0.9563 0.0477 -4.1763
C 2.0173 0.0681 -5.1293
C 2.9833 -0.7663 -4.9375
C 3.3611 -1.6289 -3.9015
C 2.1714 -1.7119 -3.0995
H 2.5154 -2.5238 -2.2037
C 4.5455 -2.4810 -3.7371
H 4.6259 -3.0690 -2.8577
H 5.1352 -1.8548 -3.7683
H 4.6297 -3.0024 -4.5753
C 4.2186 -0.3333 -6.0444
H 4.3483 -1.6113 -6.4752
H 4.0471 0.2184 -6.8050
H 5.1656 -0.1288 -5.4898
H 1.7264 0.6115 -5.9520
H -0.1036 0.4825 -4.4093
H -0.8049 -0.5455 -2.4151
C -2.1214 -0.4377 -0.5241
H -1.5515 0.3631 -0.8866
C -2.6817 -0.3789 0.9951
H -3.6822 -0.7950 1.1300
H -2.7727 0.8093 1.0185
H -2.9617 -0.8129 -1.1492
H -0.7381 -3.6047 0.5941
H -2.4291 -2.8246 0.8350
H 0.1099 -2.0749 2.3161
C -0.2367 0.4902 1.6122
C -0.5007 2.1015 1.5098
C 0.6679 2.7053 1.7783
C 0.3598 4.3685 1.8080
C -0.0647 4.6213 0.3443
H -0.3651 5.7115 0.2283
C -1.4115 3.5255 0.0160
O -0.8939 2.1490 0.1524
H -1.7008 3.6372 -0.9989
H -2.1783 3.8694 0.7019
H 0.5173 4.2267 -0.3241
H 1.4144 4.9331 1.9528
H -0.2612 4.6953 2.5522
H 1.1355 2.4867 3.0777
H 1.4583 2.5144 1.1720
H -1.2901 2.2556 2.2113
H 0.3745 0.2180 2.5606
H 0.3499 0.1480 1.0349
H 0.2726 0.8809 6.2483
H -0.6966 0.4212 7.6449
H -0.2017 -0.8728 6.5377

The value obtained for the gap between HOMO and LUMO is 0.311 Eh. As for the molar mass: 402.5 g/mol. Its multiplicity is 1. The strongest force on any atom comes out at 17.346 eV/Å. The total energy is -1306.51456 hartree. For the energy relative to the best compared isomer or geometry (same formula, charge and spin), the calculation gives 22.844 eV.

---

Question: total energy of number 5 (C23H34FN4O4)?
Answer: -1516.29756 hartree